DFT (ωB97M-V/def2-TZVPD) results for 9 unconnected molecules or ions with the total composition C30H85N7O9 at a distorted geometry.

Values from the calculation:
**Highest occupied orbital energy**: -8.79 eV
**Relative energy (zero: lowest compared OMol25 entry of this formula, charge and spin)**: 5.885 eV
**Structure (SMILES)**: COC[C@H](C)N.COC[C@H](C)N.COC[C@H](C)N.COC[C@H](C)N.COC[C@H](C)N.COC[C@H](C)N.COC[C@H](C)N.CO.CO
**Max |F|**: 3.496 eV/A
**Spin multiplicity**: 1
**Lowest unoccupied orbital energy**: 0.015 hartree

Last column: Mulliken charge in e.
Geometry (Å):
1 C 4.58514 5.51263 -4.50597  -0.642
2 O 5.12413 6.39890 -5.50290  -0.374
3 C 6.23017 5.91500 -6.28378  -0.646
4 C 5.85604 4.77883 -7.28174  0.421
5 C 7.06832 4.13290 -8.03173  -1.544
6 N 4.99256 5.44061 -8.19291  -0.710
7 H 5.40992 5.15683 -3.88851  0.298
8 H 4.01050 4.71317 -4.97370  0.270
9 H 3.89718 6.12742 -3.92558  0.253
10 H 6.60519 6.86512 -6.66422  0.303
11 H 7.08789 5.50810 -5.74822  0.331
12 H 5.39189 4.00837 -6.66606  0.249
13 H 7.67493 3.41721 -7.47684  0.394
14 H 7.68146 4.81185 -8.62435  0.323
15 H 6.64299 3.47043 -8.78559  0.418
16 H 4.36807 5.97132 -7.60261  0.355
17 H 5.60204 6.08265 -8.67913  0.300
18 C -4.21486 -6.68644 3.32788  -0.721
19 O -5.29076 -6.17396 2.58776  -0.332
20 C -5.79504 -6.85259 1.37750  -0.659
21 C -4.67591 -7.23896 0.41101  0.401
22 C -4.07240 -5.92398 -0.13813  -1.226
23 N -5.21430 -8.16325 -0.61001  -0.808
24 H -3.67801 -5.86662 3.80516  0.284
25 H -3.40680 -7.03318 2.68374  0.272
26 H -4.48778 -7.50285 3.99652  0.294
27 H -6.35843 -7.68486 1.79941  0.354
28 H -6.54187 -6.24353 0.86820  0.301
29 H -3.88225 -7.86485 0.81901  0.306
30 H -3.36086 -5.61683 0.62835  0.286
31 H -4.77893 -5.14289 -0.41888  0.297
32 H -3.57807 -6.12930 -1.08765  0.389
33 H -5.41951 -8.94462 -0.00383  0.273
34 H -4.40211 -8.46128 -1.13120  0.288
35 C -5.70923 6.42044 11.58353  -0.764
36 O -4.67675 6.36678 10.58490  -0.327
37 C -3.42182 6.87645 11.05078  -0.889
38 C -2.65427 7.28369 9.83048  0.529
39 C -1.12365 7.24617 10.11855  -1.316
40 N -2.72049 8.65808 9.38602  -0.713
41 H -5.94539 7.39846 12.00279  0.314
42 H -5.57070 5.67547 12.36707  0.305
43 H -6.58805 6.05424 11.05280  0.267
44 H -3.54941 7.69129 11.76341  0.426
45 H -3.09783 5.94611 11.51724  0.326
46 H -3.01711 6.63295 9.03489  0.315
47 H -0.84182 6.22874 10.38970  0.366
48 H -0.92672 7.74341 11.06833  0.336
49 H -0.49799 7.49563 9.26158  0.368
50 H -2.27373 8.82516 8.49575  0.222
51 H -3.71776 8.81272 9.34543  0.236
52 C -11.81513 -1.54589 -7.91435  -0.754
53 O -10.64517 -1.40903 -7.12384  -0.311
54 C -9.58747 -2.23838 -7.65574  -0.636
55 C -8.36688 -2.30250 -6.79575  0.848
56 C -7.99249 -1.01175 -6.22642  -1.648
57 N -7.16794 -2.92611 -7.39831  -0.771
58 H -11.71025 -1.42453 -8.99248  0.304
59 H -12.49833 -0.73225 -7.67079  0.269
60 H -12.33796 -2.47667 -7.69438  0.293
61 H -9.88917 -3.28493 -7.69829  0.281
62 H -9.37255 -1.80779 -8.63375  0.347
63 H -8.58243 -2.89802 -5.90862  0.141
64 H -7.60531 -0.40433 -7.04449  0.400
65 H -7.13205 -1.00961 -5.55727  0.397
66 H -8.72485 -0.40459 -5.69437  0.329
67 H -6.32958 -2.81911 -6.84532  0.252
68 H -7.31626 -3.92502 -7.41479  0.259
69 C -0.56726 1.86557 1.10707  -0.777
70 O 0.82484 1.64205 0.86644  -0.372
71 C 1.38469 0.80474 1.82721  -0.846
72 C 1.26491 1.25881 3.27565  0.448
73 C 1.67233 2.77811 3.65011  -1.139
74 N 2.20373 0.41896 4.03326  -0.662
75 H -1.02430 2.10676 0.14736  0.288
76 H -0.75182 2.68874 1.79731  0.234
77 H -1.14398 1.07618 1.58909  0.341
78 H 0.98189 -0.18481 1.61124  0.423
79 H 2.44875 0.75766 1.59556  0.410
80 H 0.19634 1.12005 3.43998  0.239
81 H 2.63478 3.11251 3.26286  0.291
82 H 1.70258 2.85696 4.73684  0.389
83 H 0.86995 3.38352 3.22849  0.257
84 H 2.10896 0.76689 4.97669  0.237
85 H 1.93903 -0.54897 3.91861  0.237
86 C 0.22380 -1.15759 -7.67075  -0.738
87 O 0.31812 -2.55794 -7.81236  -0.287
88 C 1.43027 -3.20072 -7.26927  -0.711
89 C 1.16553 -4.70209 -7.33230  0.356
90 C 2.35134 -5.38293 -6.66460  -1.388
91 N 0.99537 -5.16735 -8.63498  -0.678
92 H 1.03342 -0.63009 -8.17509  0.299
93 H 0.28843 -0.90526 -6.61233  0.298
94 H -0.70703 -0.84621 -8.14478  0.239
95 H 2.33942 -2.91510 -7.79837  0.326
96 H 1.56880 -2.78894 -6.26959  0.402
97 H 0.22027 -4.88684 -6.82196  0.279
98 H 2.20489 -6.45585 -6.54011  0.361
99 H 2.42073 -5.05356 -5.62788  0.356
100 H 3.26973 -5.07459 -7.16420  0.362
101 H 0.39913 -4.65652 -9.27031  0.275
102 H 1.86760 -5.09841 -9.13953  0.250
103 C 8.27999 -4.00495 -0.15442  -0.712
104 O 9.38009 -3.08169 -0.17413  -0.345
105 C 8.98225 -1.70809 -0.52765  -0.624
106 C 10.13649 -0.72629 -0.27303  0.387
107 C 9.51856 0.73991 0.02682  -1.445
108 N 10.78761 -0.54623 -1.55818  -0.658
109 H 8.64018 -4.82874 0.46180  0.254
110 H 8.12395 -4.41370 -1.15276  0.265
111 H 7.35318 -3.62380 0.27436  0.310
112 H 8.56437 -1.73727 -1.53394  0.331
113 H 8.28772 -1.44085 0.26878  0.301
114 H 10.80349 -1.25948 0.40441  0.308
115 H 8.85883 0.95680 -0.81331  0.429
116 H 10.30969 1.48198 0.13424  0.385
117 H 8.88694 0.74388 0.91516  0.351
118 H 10.56039 0.37699 -1.89899  0.243
119 H 10.62883 -1.17643 -2.33131  0.221
120 C 2.55899 0.70511 12.32662  -0.513
121 O 2.91426 0.83679 11.00327  -0.487
122 H 2.24351 1.68409 12.68742  0.212
123 H 1.58138 0.23697 12.44166  0.205
124 H 3.29006 0.11936 12.88387  0.266
125 H 3.86305 0.69162 10.98514  0.317
126 C -2.86170 -0.39450 8.93806  -0.467
127 O -3.87613 -0.96727 9.82989  -0.516
128 H -3.08402 -0.37573 7.87114  0.232
129 H -2.64321 0.63617 9.21749  0.213
130 H -1.94823 -0.94026 9.17434  0.241
131 H -3.94030 -1.92438 9.79223  0.298